Record 1
30
Properties=species:S:1:pos:R:3 method="wB97M-V/def2-TZVPD" orbital_gap_ev=8.991 de_lowest_kj_mol=883.1 max_force_ev_per_a=6.7 lumo_ev=-0.3
O 0.33131 -1.26485 -2.83221
O 1.74339 1.42555 -0.65940
O -1.05063 -0.65660 2.02650
O 2.94216 -0.47392 -0.53170
O -0.77101 2.30992 0.75337
O 1.16666 -2.46661 -1.24242
O -1.27714 -1.30367 -1.08852
O 0.40218 -0.11208 -0.15000
C -1.70273 0.17609 1.14173
C -2.42824 1.29434 1.90897
H 0.75874 -2.10354 -0.45628
H -0.32767 2.80873 1.43956
H 1.86682 2.33749 -0.39605
H -0.95542 -0.51057 -1.51715
H -2.54346 2.11788 1.20426
H -1.90754 1.65019 2.79798
H 0.99522 -0.74724 -0.55139
H 3.54030 -1.21256 -0.41831
H -3.49528 1.14158 2.07080
H 1.18205 -3.41151 -1.09025
H 0.67926 -1.68503 -2.04569
H -2.51007 -0.38934 0.67631
H 0.86865 0.72175 -0.20796
H 2.55659 1.19301 -1.10757
H 2.98626 0.00025 0.29863
H -1.08162 -1.17130 -0.16090
H -0.98888 0.61593 0.44527
H -0.29054 1.48323 0.70911
H -0.16388 -0.51422 -2.50422
H -0.52550 -1.25279 1.48763


Record 2
33
Properties=species:S:1:pos:R:3 method="wB97M-V/def2-TZVPD" smiles=CO.CO.O.O.O.O.O.O.O orbital_gap_ev=10.024 de_lowest_kj_mol=129.4 max_force_ev_per_a=1.8 lumo_ev=0.0
O -0.13291 -3.35890 0.04301
O 0.11194 -0.01464 1.10732
O -3.24314 1.13373 -0.00541
O -0.19403 -1.25055 -1.63080
O -2.73546 0.15128 2.52880
O 0.34929 2.82830 2.35981
O -0.88524 2.82486 -0.32012
O 4.76294 0.29103 -1.03342
O 2.55805 -0.63654 2.39273
C 3.65855 -0.48490 -1.46195
C -1.36503 -0.89702 -2.29241
H -1.37885 0.13744 -2.63567
H 0.11320 2.65883 1.44779
H -0.72766 -3.93477 -0.43749
H -2.15901 -1.00449 -1.55340
H -3.05601 0.01955 3.42106
H -0.32743 3.42709 2.67560
H 4.52946 1.21676 -1.13393
H 3.77254 -1.55520 -1.28999
H -1.08513 3.53708 -0.92760
H -2.35432 -0.69190 2.28380
H 1.76277 -0.43653 1.89902
H 2.78485 -0.15607 -0.89926
H 2.51309 -1.57994 2.54824
H -0.67612 0.51073 1.24581
H 0.37803 -1.65684 -2.28599
H -1.62226 2.22047 -0.40805
H 0.05973 -0.28886 0.19173
H -0.03014 -2.59387 -0.52303
H 3.60254 -0.45675 -2.55015
H -1.61661 -1.55432 -3.12473
H -3.31196 0.67578 0.83231
H -4.05568 0.91919 -0.46366


Record 3
38
Properties=species:S:1:pos:R:3 method="wB97M-V/def2-TZVPD" total_charge=-1 orbital_gap_ev=8.450 de_lowest_kj_mol=27.4 max_force_ev_per_a=2.8 lumo_ev=2.8
O 0.02010 1.53205 3.71392
O 1.56886 0.27005 -1.64620
O 2.58463 1.63323 1.10073
O 0.41283 -2.02841 -2.69803
O 1.73779 -1.67821 0.66577
O 0.04716 0.58138 1.19952
O -0.06384 -1.94944 3.75643
O -0.92941 0.59624 -4.12143
O -0.82546 2.91961 -2.42951
O 0.00409 -3.87087 0.64073
O -0.23909 3.08008 0.19963
C -1.34870 -0.51646 -0.38757
C -1.27346 0.13206 0.97941
H -0.45284 -1.79292 -3.07495
H 2.03000 -1.78601 1.54051
H -1.43801 0.92902 -4.83160
H 0.40369 -3.03118 0.83803
H -1.94711 0.96684 1.15366
H -1.42672 -0.60404 1.72853
H -0.43291 -1.51554 3.00101
H -0.26169 2.16478 0.50735
H -0.11658 1.15126 2.83524
H -0.43052 -1.08490 -0.66172
H -0.43061 1.05547 4.40105
H 1.69050 1.21218 1.16749
H -1.55240 0.14504 -1.26568
H 0.67490 3.35975 0.22949
H -1.06633 1.15881 -3.36857
H 0.26667 -2.89012 -2.30109
H -2.19687 -1.16756 -0.33903
H 1.02778 -1.03231 0.72917
H 1.21768 -0.59127 -1.82326
H -0.64988 3.85360 -2.44911
H 0.82554 -2.31516 3.51587
H 2.88984 1.49538 0.21024
H 0.94423 0.58284 -1.04529
H -0.51182 -3.72648 -0.15845
H -0.75205 2.76118 -1.51226


Record 4
41
Properties=species:S:1:pos:R:3 method="wB97M-V/def2-TZVPD" total_charge=-1 orbital_gap_ev=7.165 de_lowest_kj_mol=158.5 max_force_ev_per_a=1.3 lumo_ev=2.1
O -0.34531 -2.45968 2.18436
O -1.07422 3.97386 -1.18001
O -1.65381 1.82837 3.82825
O 0.82447 -2.65942 -3.24047
O 0.27208 -1.37023 -0.14818
O -2.72202 -1.66141 -1.54165
O 4.43201 1.15953 -0.31001
O 2.67213 -0.69560 2.04860
O -2.75332 1.64931 -1.47835
O -0.84764 4.28747 1.96242
O -0.69519 -4.43823 -1.61432
O 2.82919 -2.62512 -0.16485
C 0.29785 -0.08736 -0.55523
C 0.22526 0.96083 0.55584
H 3.21370 -2.11466 0.56858
H 2.53495 -0.26785 2.90059
H -1.94054 -1.16052 -1.22818
H -0.23895 -2.05945 1.26402
H -3.09747 1.33864 -2.32424
H 0.83821 -1.99122 -2.52413
H 1.26662 0.07094 -1.07928
H -1.87137 4.45878 -1.41987
H -0.20120 1.91380 0.23320
H -0.44407 0.58754 1.34439
H 3.53350 1.28152 -0.64579
H -1.38585 3.05526 -1.05811
H 4.43947 1.62743 0.53300
H -0.52843 0.12062 -1.26859
H -1.01800 -3.55444 -1.37274
H -2.98475 -1.22248 -2.35784
H -1.53756 1.02257 3.29954
H 1.34136 -2.28218 -3.96103
H -0.89889 3.78631 1.13180
H -2.54800 2.13153 3.62346
H 1.91163 -2.23565 -0.26032
H 0.07345 -3.32527 2.10714
H -3.30531 1.21697 -0.80947
H -1.45655 3.83525 2.56288
H 1.19476 1.16345 1.00780
H -0.12876 -4.26338 -2.38146
H 1.77658 -0.99585 1.76820